Entry 1:
{"formula": "C3H5NO", "method": "ωB97M-V/def2-TZVPD", "total_charge": 0, "species": ["C", "C", "O", "H", "H", "C", "N", "H", "H", "H"], "xyz": [[1.32, -1.71, -0.01], [0.56, -1.69, 1.01], [-0.23, -1.76, 1.85], [0.92, -1.19, -0.86], [2.31, -2.11, 0.05], [-1.37, 1.79, -0.40], [-0.38, 1.07, -0.17], [-2.27, 1.34, -0.05], [-1.36, 2.85, -0.91], [0.50, 1.41, -0.51]], "mulliken_charge": [-0.98, 0.81, -0.36, 0.27, 0.26, -0.31, -0.34, 0.26, 0.20, 0.19]}

Entry 2:
{"formula": "C5H10ClN2", "method": "ωB97M-V/def2-TZVPD", "total_charge": 1, "species": ["C", "C", "C", "C", "C", "N", "N", "Cl", "H", "H", "H", "H", "H", "H", "H", "H", "H", "H"], "xyz": [[-2.25, 0.90, 0.64], [2.67, 0.57, -1.16], [0.64, 0.88, -1.46], [-0.67, 0.91, -1.14], [-0.25, -0.39, 0.97], [-1.19, 0.40, 0.10], [-2.62, 0.60, 1.86], [-1.87, 1.07, -2.35], [-2.90, 1.56, 0.12], [2.74, 0.71, -0.10], [3.12, 1.28, -1.79], [0.75, 1.09, -2.50], [2.67, -0.47, -1.48], [-0.86, -1.24, 1.32], [0.49, -0.77, 0.22], [0.27, 0.24, 1.67], [-3.47, 0.96, 2.27], [-2.03, -0.16, 2.33]], "mulliken_charge": [0.24, -0.81, -0.75, 0.61, -1.22, -0.01, -0.29, -0.16, 0.37, 0.30, 0.37, 0.27, 0.37, 0.58, 0.29, 0.38, 0.25, 0.22]}

Number 1: energy -6727.369 eV. Number 2: energy -20840.111 eV.